*i*
Entry from OMol25: a gas-phase ion, C10H13N4 (charge +1) (ωB97M-V/def2-TZVPD).

Results
SMILES: Cc1ccccc1Cn1[nH]cnc1=[NH2+]
2S+1: 1
charge: +1

Last column: Löwdin charge in e.
Geometry (Å):
C1 1.760 -1.703 0.753  -0.0370
C2 1.689 -0.290 0.234  -0.2379
C3 2.670 0.616 0.648  -0.0283
C4 2.648 1.945 0.252  -0.0518
C5 1.633 2.404 -0.586  -0.0602
C6 0.667 1.514 -1.023  -0.0394
C7 0.688 0.178 -0.617  -0.2080
C8 -0.378 -0.726 -1.171  -0.0427
N1 -1.686 -0.574 -0.496  0.0255
N2 -2.822 -0.910 -1.145  0.1419
C9 -3.841 -0.661 -0.310  -0.0722
N3 -3.404 -0.215 0.847  0.1829
C10 -2.062 -0.174 0.742  -0.3227
N4 -1.204 0.218 1.716  0.1917
H1 0.824 -2.253 0.650  0.0667
H2 2.538 -2.274 0.247  0.0970
H3 1.999 -1.690 1.816  0.0892
H4 3.460 0.266 1.301  0.1218
H5 3.422 2.620 0.590  0.1135
H6 1.620 3.437 -0.904  0.1113
H7 -0.109 1.850 -1.702  0.1181
H8 -0.096 -1.777 -1.136  0.1277
H9 -0.551 -0.467 -2.216  0.1361
H10 -2.825 -1.273 -2.087  0.1898
H11 -4.876 -0.825 -0.565  0.1486
H12 -1.227 1.171 2.033  0.1264
H13 -0.536 -0.405 2.131  0.1120



*ii*
Entry from OMol25: a gas-phase ion, C10H13N4 (charge +1) (ωB97M-V/def2-TZVPD).

Results
2S+1: 1
charge: +1

Last column: Löwdin charge in e.
Geometry (Å):
C1 2.627 1.844 -0.111  -0.0728
C2 3.631 0.874 -0.180  -0.0485
C3 1.321 1.541 0.083  -0.0868
C4 3.258 -0.448 -0.160  -0.0317
C5 0.918 0.222 0.158  0.0768
C6 1.920 -0.757 -0.093  -0.2214
C7 0.388 -2.599 -0.093  -0.0377
C8 -1.894 0.121 1.140  -0.1766
C9 -2.593 0.941 -0.832  -0.1578
C10 -0.996 -0.562 0.076  -0.3020
N1 1.592 -2.113 -0.245  0.1463
N2 -2.166 1.350 0.498  -0.0364
N3 -1.652 -0.234 -1.094  0.0715
N4 -0.697 -1.939 0.250  0.1469
H1 2.937 2.939 0.063  0.1476
H2 4.623 1.029 0.000  0.0865
H3 0.667 2.383 0.270  0.1123
H4 4.089 -1.109 0.028  0.1253
H5 0.255 -3.668 0.018  0.1684
H6 -2.694 -0.613 1.308  0.1254
H7 -1.388 0.163 2.115  0.1354
H8 -3.646 0.588 -0.869  0.1198
H9 -2.607 1.780 -1.556  0.1291
H10 2.403 -2.675 -0.441  0.1709
H11 -2.914 1.918 0.961  0.1548
H12 -1.201 -0.284 -1.976  0.1258
H13 -1.362 -2.362 0.792  0.1290



What should be chosen as the least stable of them? Choose *ii*.



*i*
Entry from OMol25: a gas-phase ion, C7H10N4 (charge +2) (ωB97M-V/def2-TZVPD).

Results
SMILES: C=C1C/C=C2\C(=[NH2+])N2/C=[NH+]\N1
2S+1: 1
charge: +2

Last column: Löwdin charge in e.
Geometry (Å):
C1 -0.203 1.944 -0.167  0.0465
C2 -0.587 -1.788 -0.249  0.0821
C3 -1.260 1.158 -0.242  0.1675
C4 -2.294 0.218 -0.140  -0.2189
C5 1.717 0.126 0.079  -0.2855
C6 2.543 0.074 -0.928  0.1577
C7 1.056 1.516 0.499  -0.0614
N1 -1.181 -0.559 -0.167  0.1848
N2 0.623 -1.998 0.347  0.0999
N3 -3.551 0.138 -0.002  0.3254
N4 1.369 -0.998 0.838  0.0248
H1 -0.282 2.955 -0.497  0.1494
H2 -1.136 -2.577 -0.629  0.1434
H3 3.070 -0.806 -1.231  0.0961
H4 2.743 0.918 -1.531  0.0906
H5 1.819 2.237 0.388  0.1113
H6 0.710 1.588 1.588  0.1763
H7 1.062 -2.896 0.186  0.1929
H8 -4.094 0.875 0.245  0.1239
H9 -4.132 -0.742 0.100  0.2183
H10 2.009 -1.381 1.513  0.1749



*ii*
Entry from OMol25: a gas-phase ion, C7H10N4 (charge +2) (ωB97M-V/def2-TZVPD).

Results
SMILES: N/[N+]1=C/[C@@H]2C=C2/C=N\C(=[NH2+])C1
2S+1: 1
charge: +2

Last column: Löwdin charge in e.
Geometry (Å):
C1 1.129 -1.577 -0.598  -0.1328
C2 2.508 -1.681 -0.008  0.1311
C3 0.011 -1.455 0.291  0.0533
C4 2.235 0.706 -1.333  0.0494
C5 2.462 -0.582 -0.704  0.0421
C6 0.311 1.633 -0.168  -0.2675
C7 -0.720 0.608 -0.642  0.0308
N1 1.455 1.549 -0.752  0.1988
N2 -2.090 -0.620 0.821  0.1521
N3 0.049 2.509 0.769  0.2728
N4 -0.931 -0.513 0.237  -0.1466
H1 0.855 -2.253 -1.432  0.1716
H2 3.126 -2.310 0.541  0.1244
H3 -0.218 -2.297 1.020  0.1958
H4 2.729 0.910 -2.328  0.1871
H5 -1.646 1.099 -0.715  0.1384
H6 -0.284 0.037 -1.461  0.1508
H7 -2.886 -0.091 0.434  0.1593
H8 -2.488 -1.474 1.276  0.1853
H9 -0.864 2.778 1.143  0.1710
H10 0.778 3.083 1.074  0.1328



What should be chosen as the least stable of them? Choose *i*.



*i*
Entry from OMol25: C5H6ClN3O in the gas phase (ωB97M-V/def2-TZVPD).

Results
SMILES: NC(=O)N1C=CN=C(Cl)C1
2S+1: 1

Last column: Löwdin charge in e.
Geometry (Å):
C1 0.482 1.280 -0.639  -0.1428
C2 -0.512 2.096 -0.570  -0.1275
C3 0.809 -1.072 -0.683  -0.5879
C4 -0.430 -0.030 1.184  -0.0842
C5 -1.702 0.479 0.477  -0.7250
N1 0.651 0.108 0.097  -0.0238
N2 -1.764 1.484 -0.303  0.0599
N3 1.266 -2.085 0.125  0.1826
O1 0.666 -1.019 -1.841  0.1463
Cl1 -3.066 -0.592 0.457  0.6647
H1 1.378 1.326 -1.265  0.1356
H2 -0.507 3.127 -0.971  0.1196
H3 -0.142 0.744 1.859  0.1145
H4 -0.552 -1.052 1.445  0.0873
H5 1.797 -1.889 0.917  0.0855
H6 1.626 -2.904 -0.287  0.0954



*ii*
Entry from OMol25: 2 unconnected molecules or ions with the total composition C5H6ClN3O (ωB97M-V/def2-TZVPD).

Results
SMILES: Cn1cc(Cl)cn1.N=C=O
2S+1: 1

Last column: Löwdin charge in e.
Geometry (Å):
C1 1.452 -0.916 1.042  -0.2304
C2 2.002 -0.343 -0.095  -0.7671
C3 0.868 -0.027 -0.895  -0.1113
C4 1.001 2.352 1.677  -0.4517
C5 -1.565 -0.184 -0.556  -0.0253
N1 0.127 -0.961 1.013  0.0802
N2 -0.154 -0.409 -0.195  -0.2377
N3 0.895 1.655 2.637  0.1905
O1 0.865 2.799 0.623  0.1463
Cl1 3.607 -0.237 -0.507  0.6991
H1 2.065 -1.199 1.993  0.1400
H2 -2.145 0.272 0.300  0.0888
H3 -1.394 0.497 -1.522  0.1238
H4 -2.224 -1.144 -0.812  0.1140
H5 0.932 0.481 -1.795  0.1098
H6 1.453 1.326 3.476  0.1310



What should be chosen as the least stable of them? Choose *ii*.



*i*
Entry from OMol25: a gas-phase ion, C3H9N2O2 (charge +1) (ωB97M-V/def2-TZVPD).

Results
SMILES: C[C@@H](OO)C(N)=[NH2+]
2S+1: 1
charge: +1

Last column: Löwdin charge in e.
Geometry (Å):
C1 -0.547 0.411 0.428  -0.3770
C2 0.380 -0.730 0.027  -0.2468
C3 -0.097 1.744 -0.007  0.0238
N1 1.518 -1.000 0.699  0.2402
N2 0.112 -1.243 -1.145  0.2802
O1 -1.757 0.102 -0.166  -0.0667
O2 -2.033 -1.238 0.146  0.0363
H1 -0.713 0.425 1.440  0.1377
H2 0.782 1.839 0.604  0.0941
H3 -0.930 2.387 0.231  0.1105
H4 0.179 1.689 -1.126  0.1441
H5 2.248 -1.671 0.558  0.1361
H6 1.799 -0.522 1.538  0.1376
H7 -2.583 -1.241 0.883  0.0961
H8 0.792 -1.993 -1.294  0.1748
H9 -0.728 -1.092 -1.508  0.0791



*ii*
Entry from OMol25: a gas-phase ion, C3H9N2O2 (charge +1) (ωB97M-V/def2-TZVPD).

Results
SMILES: C[C@H](O)/[NH+]=C/NO
2S+1: 1
charge: +1

Last column: Löwdin charge in e.
Geometry (Å):
C1 0.864 -0.789 -0.238  0.0044
C2 -1.809 0.681 0.932  0.0241
C3 -1.216 0.398 -0.516  -0.4227
N1 2.211 -0.864 0.131  -0.0139
N2 0.207 0.338 -0.350  0.1230
O1 -1.649 -0.808 -0.961  0.0441
O2 2.891 0.267 0.581  0.0144
H1 0.420 -1.778 -0.559  0.1921
H2 -1.999 1.782 1.070  0.1080
H3 -0.978 0.408 1.582  0.0786
H4 -2.654 0.119 1.140  0.0614
H5 -1.576 1.323 -1.115  0.1916
H6 2.605 -1.808 0.241  0.1766
H7 0.661 1.129 -0.022  0.1412
H8 -1.681 -0.723 -1.887  0.1016
H9 3.704 0.324 -0.029  0.1756



*iii*
Entry from OMol25: 2 unconnected molecules or ions with the total composition C3H9N2O2 (ωB97M-V/def2-TZVPD).

Results
2S+1: 1
charge: +1

Last column: Löwdin charge in e.
Geometry (Å):
C1 1.275 -0.377 0.236  -0.3990
C2 -0.797 -0.806 0.146  -0.3732
C3 -0.407 1.686 -0.133  -0.0335
N1 0.444 -1.548 0.423  0.1321
N2 0.043 0.317 -0.423  -0.0195
O1 2.367 -0.554 -0.433  0.1074
O2 -1.758 -1.379 -0.572  0.0959
H1 1.402 0.355 1.058  0.1838
H2 -1.430 -0.144 1.796  0.2417
H3 -0.514 2.046 0.975  0.1265
H4 0.221 2.506 -0.454  0.0953
H5 -1.506 1.788 -0.534  0.1419
H6 0.588 -2.163 1.229  0.1596
H7 0.079 0.253 -1.403  0.1655
H8 2.457 -1.286 -1.159  0.2116
H9 -2.464 -0.692 -0.752  0.1640



What should be chosen as the least stable of them? Choose *iii*.